<A>
ORCA calculation (ωB97M-V/def2-TZVPD) on a single C2H2O2S2 molecule.

Atoms and positions in Å:
C  -0.5712  0.5263  -0.0224
H  1.8805  1.4176  0.0767
O  -0.4337  1.7163  -0.0238
H  -1.8572  -1.4106  -0.0092
S  -2.2155  -0.1332  0.0176
C  0.6021  -0.5367  -0.0411
O  0.3598  -1.7085  -0.0112
S  2.2353  0.1289  0.0135

## Properties
Kohn-Sham gap (Eh): 0.351
SMILES: O=C(S)C(=O)S
Lowest unoccupied orbital energy (eV): -0.7
HOMO (eV): -10.2

<B>
ORCA calculation (ωB97M-V/def2-TZVPD) on a single C2H2O2S2 molecule.

Atoms and positions in Å:
O  1.4872  -1.4549  0.2678
C  -0.2837  0.1117  0.0206
H  -2.5162  -0.5242  -0.1072
S  -0.7403  1.6833  0.0973
O  1.9715  0.6957  -0.2629
S  -1.3199  -1.2311  -0.0956
C  1.1106  -0.2758  -0.0093
H  2.8475  0.3470  -0.0274

## Properties
Kohn-Sham gap (Eh): 0.282
SMILES: O=C(O)C(=S)S
Lowest unoccupied orbital energy (eV): -1.5
HOMO (eV): -9.2

Which structure loses on stability? <B> does.

<A>
ORCA calculation (ωB97M-V/def2-TZVPD) on a single C2H2O2S2 molecule.

Atoms and positions in Å:
H  1.8979  1.4583  0.3706
S  2.1202  0.0061  -0.1745
C  -0.5704  0.6045  -0.0009
C  0.4685  -0.3891  0.0962
O  -0.2839  1.7768  0.2025
O  0.2856  -1.6116  0.3223
H  -1.4874  -1.4260  -0.4612
S  -2.1085  -0.1715  -0.1180

## Properties
Kohn-Sham gap (Eh): 0.330
SMILES: O=C(S)C(=O)S
Lowest unoccupied orbital energy (eV): -1.2
HOMO (eV): -10.2

<B>
ORCA calculation (ωB97M-V/def2-TZVPD) on a single C2H2O2S2 molecule.

Atoms and positions in Å:
H  2.1522  -1.0333  1.4001
C  0.2605  -0.4297  0.2230
H  -1.8014  -0.6346  -1.1439
O  0.1939  1.8976  -0.1828
S  1.7932  0.1789  0.9680
C  -0.4001  0.8366  -0.4304
O  -0.3259  -1.5182  0.4796
S  -1.8723  0.7028  -1.3134

## Properties
Kohn-Sham gap (Eh): 0.340
SMILES: O=C(S)C(=O)S
Lowest unoccupied orbital energy (eV): -1.0
HOMO (eV): -10.2

Which structure loses on stability? <A> does.